*1*
Computed, not measured: a single C4H7FS molecule, with the ωB97M-V functional and the def2-TZVPD basis.

As for the SMILES: C=C(CF)SC. As for the HOMO energy: -8.941 eV. The LUMO energy comes out at 0.81 eV.

Structure (XYZ):
```
13
Properties=species:S:1:pos:R:3:nbo_charge:R:1
C -1.407 -0.348 -1.292 -0.37
C -0.312 0.108 -0.648 -0.22
C -0.087 1.608 -0.145 0.03
F -1.048 2.482 -0.543 -0.35
S 1.116 -0.916 -0.563 0.24
C 1.165 -1.223 1.186 -0.78
H -2.184 0.347 -1.555 0.21
H -1.570 -1.382 -1.533 0.21
H 0.878 1.852 -0.529 0.18
H -0.132 1.534 0.961 0.17
H 0.158 -1.513 1.580 0.23
H 1.809 -2.143 1.332 0.24
H 1.613 -0.407 1.751 0.21
```

---

*2*
Computed, not measured: a single C4H7FS molecule, with the ωB97M-V functional and the def2-TZVPD basis.

As for the SMILES: CSC/C=C\F. As for the HOMO energy: -8.558 eV. The LUMO energy comes out at 1.03 eV.

Structure (XYZ):
```
13
Properties=species:S:1:pos:R:3:nbo_charge:R:1
C -2.475 0.430 0.007 -0.78
S -1.225 -0.369 -0.875 0.26
C 0.163 0.040 0.250 -0.63
C 1.401 -0.963 0.055 -0.21
C 2.487 -0.405 -0.487 0.18
F 2.330 1.039 -0.566 -0.39
H -2.797 -0.060 0.920 0.22
H -2.299 1.577 0.151 0.22
H -3.179 0.303 -0.840 0.23
H -0.032 -0.056 1.480 0.22
H 0.744 1.103 0.056 0.28
H 1.351 -1.891 0.232 0.19
H 3.531 -0.746 -0.383 0.20
```

---

The most stable of them is *1*.

---

*1*
Computed, not measured: a 2-piece molecular cluster, C2H6FNO overall, with the ωB97M-V functional and the def2-TZVPD basis.

As for the SMILES: [H]/N=C(\C)F.O. As for the HOMO energy: -10.764 eV. The LUMO energy comes out at 0.68 eV.

Structure (XYZ):
```
11
Properties=species:S:1:pos:R:3:nbo_charge:R:1
H 0.713 0.180 -1.369 0.35
N 0.067 0.912 -1.156 -0.71
C -0.182 1.117 0.071 0.67
C 0.252 0.301 1.284 -0.71
F -0.913 2.158 0.426 -0.32
H 0.641 1.047 2.139 0.24
H -0.756 -0.102 1.550 0.24
H 1.040 -0.377 1.089 0.24
O -0.347 -2.098 -1.171 -0.94
H -0.859 -1.263 -1.016 0.48
H 0.345 -1.876 -1.846 0.47
```

---

*2*
Computed, not measured: a single C2H6FNO molecule, with the ωB97M-V functional and the def2-TZVPD basis.

As for the SMILES: C[C@@H](F)ON. As for the HOMO energy: -10.099 eV. The LUMO energy comes out at 1.03 eV.

Structure (XYZ):
```
11
Properties=species:S:1:pos:R:3:nbo_charge:R:1
C -1.591 -0.152 0.224 -0.66
C -0.201 0.340 -0.294 0.46
F -0.302 1.745 -0.144 -0.40
O 0.791 -0.139 0.464 -0.41
N 2.039 -0.106 -0.175 -0.51
H -1.384 -0.077 1.256 0.23
H -2.537 0.402 -0.081 0.24
H -1.758 -1.261 0.094 0.21
H 0.153 0.243 -1.302 0.15
H 2.129 -1.026 -0.590 0.34
H 2.660 0.032 0.550 0.35
```

---

The most stable of them is *1*.

---

*1*
Computed, not measured: a 17-piece molecular cluster, H35O17 overall, with the ωB97M-V functional and the def2-TZVPD basis.

As for the HOMO energy: -12.366 eV. The LUMO energy comes out at -2.62 eV. The net charge is +1.

Structure (XYZ):
```
52
Properties=species:S:1:pos:R:3:nbo_charge:R:1
O -0.950 2.391 3.380 -0.94
H -4.840 1.924 2.230 0.46
H -1.102 1.462 3.733 0.47
O 2.100 0.679 -3.425 -0.97
H 1.233 3.998 1.724 0.48
H -1.494 -0.953 5.232 0.50
O -1.852 0.199 -0.543 -0.99
H -2.102 0.779 -1.462 0.52
H -2.543 -0.441 -0.844 0.50
O 1.480 -1.796 -3.533 -0.97
H 0.912 -2.405 -4.040 0.48
H 2.779 -4.303 0.070 0.47
O -3.793 -2.790 -1.648 -0.94
H -0.404 -3.811 -1.198 0.50
O 1.034 -1.272 -0.583 -0.87
H 1.074 -0.420 -0.782 0.49
H 3.301 -0.535 -1.424 0.55
O -1.786 -0.167 4.624 -0.97
H 0.693 -1.645 -1.398 0.52
H -1.590 0.552 5.305 0.48
O 0.408 -3.841 -1.812 -0.94
H -4.678 -3.113 -1.336 0.49
H 0.427 -4.745 -2.017 0.48
O 3.571 2.603 -1.007 -0.94
H -0.825 -0.162 0.527 0.49
H 3.235 3.383 -0.789 0.47
O 3.371 -1.080 -0.561 -0.84
H 2.353 -1.592 -0.277 0.58
H 4.029 -1.742 -0.746 0.54
O -0.962 2.455 -1.942 -0.97
H -0.997 3.377 -1.568 0.48
H -0.156 2.270 -1.492 0.48
O 1.785 4.234 0.932 -0.95
H -1.374 -0.164 2.068 0.49
H 2.476 4.742 1.425 0.48
O -3.472 -1.534 2.804 -0.97
H -3.753 -2.366 3.278 0.48
H -3.539 -0.735 3.302 0.49
O -3.981 2.055 2.256 -0.92
H -3.554 1.814 2.989 0.46
H 2.656 1.318 -3.073 0.49
O 2.739 -3.750 -0.661 -1.00
H 1.998 -4.129 -1.284 0.50
H 1.282 1.253 -3.610 0.49
O -0.648 0.051 1.492 -1.02
H 1.140 -0.909 -3.547 0.49
H 0.048 2.233 3.187 0.46
O 1.042 1.857 -0.108 -1.04
H 1.704 2.282 0.593 0.53
H 0.179 1.552 0.116 0.51
H -3.352 -3.441 -1.974 0.45
H 4.098 2.318 -0.237 0.47
```

---

*2*
Computed, not measured: H35O17 as an isolated structure, with the ωB97M-V functional and the def2-TZVPD basis.

As for the HOMO energy: -13.197 eV. The LUMO energy comes out at -2.47 eV. The net charge is +1.

Structure (XYZ):
```
52
Properties=species:S:1:pos:R:3:nbo_charge:R:1
O -4.779 1.556 -1.752 -0.97
H -4.989 2.480 -1.603 0.49
H -5.505 0.980 -1.491 0.49
O -0.322 1.671 -4.554 -0.97
H -0.229 2.326 -5.252 0.50
H -0.290 0.782 -4.918 0.49
O 3.500 -3.235 0.419 -0.97
H 3.730 -4.130 0.674 0.49
H 2.559 -3.116 0.294 0.48
O -1.611 -0.267 2.321 -0.97
H -2.240 0.472 2.369 0.49
H -2.028 -0.913 2.905 0.51
O -0.312 1.136 4.392 -0.99
H -1.120 1.394 4.838 0.49
O 2.190 0.601 -0.519 -0.99
H 1.330 1.046 -0.471 0.49
H 2.370 0.525 -1.465 0.50
O -1.724 1.200 -2.202 -1.00
H -2.437 0.768 -2.694 0.49
H -1.186 1.525 -2.958 0.51
O -2.446 -2.357 0.860 -1.00
H -3.112 -1.825 0.398 0.50
H -2.376 -3.234 0.480 0.48
O -0.245 -0.028 -0.004 -0.97
H 1.473 -0.756 2.435 0.52
H -0.799 -0.809 -0.136 0.50
O 1.316 -0.525 -2.864 -0.98
H 1.281 -1.452 -3.110 0.50
H 0.469 -0.096 -2.728 0.49
O -3.394 -0.938 -1.232 -0.95
H -3.582 -0.087 -0.803 0.49
H -2.480 -0.809 -1.512 0.48
O 1.674 2.277 3.051 -0.99
H 1.354 2.093 3.954 0.52
H 0.890 2.587 2.587 0.48
O -1.966 2.346 0.282 -1.00
H -2.276 3.255 0.316 0.47
H -1.895 2.130 -0.670 0.51
O 4.057 -0.786 1.377 -0.90
H 4.110 0.165 1.150 0.55
H 4.621 -1.342 0.828 0.53
O 0.061 -3.476 -2.128 -0.95
H -0.452 -3.996 -2.757 0.48
H 0.204 -4.076 -1.389 0.47
O 1.709 -1.178 1.591 -0.87
H 1.113 -0.723 0.919 0.55
H 2.795 -0.940 1.281 0.53
O 4.106 1.884 1.649 -0.99
H 3.222 2.191 1.898 0.51
H 4.685 2.646 1.577 0.49
H -0.448 0.838 3.485 0.49
H -0.578 0.220 0.879 0.50
```

---

The most stable of them is *2*.

---

*1*
Computed, not measured: an isolated ion of composition C6H9N2O and charge +1, with the ωB97M-V functional and the def2-TZVPD basis.

As for the HOMO energy (alpha / beta): -13.816 / -13.816 eV. The LUMO energy (alpha / beta) comes out at -6.46 / -6.46 eV. The net charge is +1.

Structure (XYZ):
```
18
Properties=species:S:1:pos:R:3:nbo_charge:R:1
C 0.906 -0.656 -0.157 -0.27
C -0.385 -1.016 -0.146 0.07
C 0.909 1.791 0.020 0.29
C 1.520 0.685 -0.048 -0.14
C 3.116 0.608 0.145 -0.52
C -2.923 -1.112 0.087 -0.43
N -1.697 -0.289 -0.044 -0.20
N -1.586 1.017 -0.109 0.27
O -2.576 1.696 0.035 -0.30
H 1.605 -1.423 -0.422 0.25
H -0.468 -2.126 -0.038 0.24
H 0.955 2.870 0.065 0.27
H 3.469 1.374 0.851 0.26
H 3.391 0.761 -0.854 0.24
H 3.177 -0.416 0.373 0.24
H -3.595 -0.334 0.346 0.25
H -2.969 -1.601 -0.949 0.24
H -2.849 -1.827 0.846 0.23
```

---

*2*
Computed, not measured: an isolated ion of composition C6H9N2O and charge +1, with the ωB97M-V functional and the def2-TZVPD basis.

As for the SMILES: C1=NC=[NH+]C2(CCC2)O1. As for the HOMO energy: -15.039 eV. The LUMO energy comes out at -5.35 eV. The net charge is +1.

Structure (XYZ):
```
18
Properties=species:S:1:pos:R:3:nbo_charge:R:1
C 2.183 -1.145 -0.020 0.54
N 2.774 0.020 -0.032 -0.54
C 2.024 1.132 -0.089 0.41
N 0.744 1.118 -0.016 -0.49
C -0.007 -0.199 -0.011 0.41
C -1.074 -0.149 1.098 -0.46
C -2.158 -0.326 -0.025 -0.38
C -1.067 -0.167 -1.090 -0.43
O 0.852 -1.307 -0.017 -0.42
H 2.790 -2.057 0.159 0.24
H 2.520 2.075 -0.362 0.24
H 0.081 1.840 0.212 0.45
H -1.111 0.835 1.668 0.23
H -1.199 -1.052 1.818 0.27
H -2.605 -1.276 0.067 0.24
H -2.779 0.581 -0.037 0.23
H -0.892 -0.822 -1.924 0.25
H -1.077 0.897 -1.398 0.22
```

---

The most stable of them is *2*.

---

*1*
Computed, not measured: a 2-piece molecular cluster, C6H16O5Si overall, with the ωB97M-V functional and the def2-TZVPD basis.

As for the HOMO energy: -8.484 eV. The LUMO energy comes out at 0.84 eV.

Structure (XYZ):
```
28
Properties=species:S:1:pos:R:3:nbo_charge:R:1
C 0.183 0.626 2.610 -0.26
C -2.837 -2.160 1.882 -0.30
C -0.679 2.301 -0.419 -0.27
C 0.767 0.186 -3.943 -0.23
C 2.842 -0.819 -0.060 -0.24
C -1.640 -0.105 1.227 0.51
O -0.718 -0.395 2.351 -0.60
O -2.588 -0.924 1.118 -0.51
O 0.412 1.510 -0.326 -0.93
O 0.171 0.435 -2.650 -0.93
O 2.216 -0.296 -1.190 -0.91
Si 0.682 0.142 -1.122 2.15
H 0.400 1.345 1.844 0.21
H 1.275 0.291 2.864 0.17
H -0.241 1.161 3.426 0.17
H -2.208 -3.008 1.516 0.21
H -3.972 -2.352 1.727 0.21
H -2.633 -2.010 2.972 0.21
H -0.804 2.667 -1.454 0.17
H -0.596 3.143 0.266 0.17
H -1.509 1.626 -0.074 0.21
H 1.512 -0.552 -3.845 0.19
H 0.883 1.100 -4.446 0.19
H 0.027 -0.292 -4.635 0.17
H 3.861 -0.334 0.026 0.18
H 3.060 -1.859 -0.229 0.18
H 2.208 -0.619 0.836 0.17
H -0.073 -0.807 -0.270 -0.29
```

---

*2*
Computed, not measured: a 2-piece molecular cluster, C6H16O5Si overall, with the ωB97M-V functional and the def2-TZVPD basis.

As for the SMILES: CO[SiH](OC)OC.CC=C(O)O. As for the HOMO energy: -7.831 eV. The LUMO energy comes out at 0.70 eV.

Structure (XYZ):
```
28
Properties=species:S:1:pos:R:3:nbo_charge:R:1
C 0.529 -2.272 -1.230 -0.25
O 0.940 -0.943 -1.107 -0.91
Si 1.610 -0.078 0.165 2.10
O 0.653 1.244 0.376 -0.91
C 1.096 2.383 1.048 -0.24
O 3.033 0.609 -0.342 -0.91
C 4.192 0.173 -0.904 -0.23
H 1.093 -2.920 -0.573 0.18
H 0.485 -2.564 -2.346 0.20
H -0.533 -2.374 -0.919 0.19
H 1.788 -0.691 1.483 -0.25
H 1.975 2.764 0.541 0.18
H 1.285 2.276 2.077 0.17
H 0.294 3.134 0.916 0.19
H 4.914 1.087 -0.878 0.19
H 4.080 -0.397 -1.866 0.17
H 4.612 -0.645 -0.336 0.16
C -3.680 0.015 1.727 -0.65
C -2.440 -0.096 0.830 -0.40
C -2.546 -0.068 -0.479 0.58
O -3.758 -0.336 -1.022 -0.69
O -1.552 0.059 -1.382 -0.72
H -3.459 0.410 2.748 0.22
H -4.555 0.359 1.157 0.23
H -4.146 -1.019 1.983 0.20
H -1.489 0.053 1.362 0.21
H -3.746 0.048 -1.946 0.49
H -0.675 -0.213 -1.084 0.51
```

---

The most stable of them is *2*.